A cluster of 15 separate species, C60H165N15O15 in total in a non-equilibrium geometry, computed with ωB97M-V/def2-TZVPD.

The electronic energy comes out at -117951.839 eV. The energy above the lowest of the compared OMol25 structures with the same formula, charge and spin comes out at 2.270 eV. Its HOMO energy is -8.6 eV.

Positions of all 255 atoms, in Å:
C (22.7300, 11.1679, 26.1588)
C (21.6650, 11.5586, 25.1345)
C (20.2794, 11.2645, 25.5998)
O (19.3062, 11.3979, 24.5335)
C (18.0356, 11.0228, 25.0367)
N (21.7832, 12.9816, 24.7169)
H (22.5912, 10.1658, 26.5670)
H (22.7326, 11.8744, 26.9554)
H (23.7529, 11.2138, 25.7679)
H (21.8145, 10.9071, 24.2235)
H (20.0338, 11.9824, 26.3887)
H (20.3014, 10.2529, 26.0105)
H (18.0511, 9.9804, 25.3153)
H (17.2763, 11.2013, 24.2852)
H (17.7411, 11.6213, 25.8770)
H (22.6814, 13.1690, 24.3010)
H (21.1282, 13.2131, 23.9624)
C (14.0277, 22.5764, 24.1332)
C (15.2603, 21.9812, 24.7524)
C (15.0053, 20.4735, 25.1049)
O (16.0615, 19.8829, 25.8431)
C (16.0423, 18.4521, 25.8770)
N (16.3975, 22.1016, 23.8025)
H (13.6104, 21.9398, 23.3469)
H (14.1324, 23.5608, 23.6971)
H (13.2146, 22.7054, 24.8539)
H (15.5650, 22.5172, 25.6768)
H (14.8253, 19.9816, 24.1484)
H (14.0622, 20.4019, 25.6850)
H (16.6973, 18.1081, 26.6732)
H (16.3820, 18.0905, 24.9044)
H (15.0528, 18.0385, 26.1148)
H (17.1650, 21.5985, 24.2152)
H (16.6720, 23.0639, 23.6408)
C (17.9696, 17.1530, 15.8528)
C (16.6994, 16.8143, 16.5926)
C (16.5219, 15.2940, 16.7644)
O (16.2190, 14.8154, 15.4339)
C (16.0238, 13.3948, 15.4826)
N (16.5649, 17.5291, 17.8282)
H (17.7845, 18.1472, 15.4426)
H (18.1259, 16.4849, 15.0204)
H (18.8341, 17.1145, 16.5280)
H (15.8737, 17.1311, 15.9491)
H (15.6927, 14.9619, 17.4345)
H (17.4153, 14.7553, 17.0757)
H (15.6897, 13.0764, 14.4904)
H (15.3209, 13.0883, 16.2417)
H (16.9910, 12.9513, 15.7544)
H (17.3756, 17.3702, 18.4588)
H (15.7158, 17.1670, 18.2567)
C (12.4125, 11.6639, 21.9078)
C (13.6508, 11.5809, 22.7824)
C (13.1902, 11.3594, 24.2102)
O (12.4765, 12.5078, 24.5650)
C (11.8043, 12.2699, 25.7737)
N (14.6084, 10.4825, 22.4888)
H (11.6298, 12.3072, 22.3624)
H (12.0722, 10.6433, 21.7674)
H (12.5539, 12.0152, 20.8868)
H (14.2332, 12.5083, 22.8191)
H (14.0852, 11.1354, 24.8399)
H (12.5000, 10.4805, 24.2678)
H (11.1209, 11.4043, 25.6309)
H (11.2290, 13.1742, 25.9823)
H (12.4855, 12.0237, 26.5937)
H (14.9677, 10.5728, 21.5440)
H (14.2134, 9.5642, 22.4520)
C (14.3829, 15.7820, 28.5657)
C (14.6114, 15.3216, 30.0226)
C (15.9820, 14.8107, 30.2723)
O (16.0197, 14.4582, 31.6370)
C (17.2878, 14.3090, 32.1420)
N (14.2193, 16.3700, 30.9396)
H (14.6058, 14.8858, 27.9701)
H (15.0343, 16.6109, 28.3254)
H (13.3099, 15.9460, 28.4110)
H (13.8639, 14.5374, 30.1574)
H (16.6466, 15.6702, 30.1594)
H (16.2101, 13.9987, 29.5830)
H (17.9033, 15.1744, 31.8651)
H (17.7987, 13.3738, 31.8154)
H (17.2372, 14.2810, 33.2271)
H (14.4727, 16.0774, 31.8734)
H (14.6636, 17.2509, 30.7563)
C (21.5934, 19.8294, 24.4913)
C (20.9018, 19.4285, 25.7449)
C (19.3930, 19.7595, 25.7455)
O (19.1191, 21.1774, 25.8929)
C (19.0436, 21.5682, 27.2687)
N (21.1101, 17.9914, 25.9681)
H (21.2903, 19.1751, 23.6922)
H (22.7045, 19.6979, 24.5838)
H (21.4130, 20.9199, 24.3176)
H (21.3611, 20.0483, 26.5043)
H (18.8851, 19.2725, 26.5644)
H (18.8901, 19.4515, 24.8576)
H (19.8862, 21.1881, 27.8794)
H (18.1248, 21.2568, 27.8233)
H (19.1241, 22.6912, 27.2388)
H (20.8208, 17.7058, 26.8739)
H (22.0724, 17.7910, 25.8172)
C (12.3382, 18.5284, 17.2559)
C (11.3059, 17.9543, 16.2490)
C (11.1863, 16.4670, 16.1828)
O (10.8381, 15.9631, 17.4871)
C (10.5360, 14.6043, 17.4655)
N (9.9175, 18.3967, 16.3938)
H (13.3653, 18.1281, 17.1947)
H (11.9587, 18.3457, 18.2804)
H (12.4299, 19.5897, 17.0959)
H (11.5385, 18.3277, 15.2498)
H (12.1506, 16.0078, 15.8548)
H (10.4210, 16.1718, 15.4537)
H (9.9361, 14.4271, 18.3767)
H (11.4437, 13.9658, 17.4901)
H (10.0476, 14.2772, 16.5537)
H (9.5777, 17.8829, 17.1999)
H (9.9029, 19.3552, 16.7410)
C (17.1094, 19.3255, 20.6677)
C (15.9968, 20.1216, 19.9598)
C (14.6726, 19.8385, 20.6307)
O (13.4838, 20.2527, 19.9378)
C (12.3342, 19.9407, 20.6339)
N (16.2744, 21.6172, 19.8719)
H (17.2681, 19.5810, 21.7176)
H (18.0996, 19.6106, 20.2016)
H (16.9654, 18.2470, 20.6838)
H (15.7794, 19.7146, 18.9628)
H (14.6735, 20.3931, 21.6054)
H (14.5294, 18.7556, 20.8240)
H (12.3042, 20.3687, 21.6430)
H (12.1758, 18.8681, 20.8137)
H (11.4650, 20.2926, 20.0816)
H (15.4080, 22.1011, 19.6263)
H (16.5172, 21.8778, 20.8228)
C (15.2809, 19.9825, 15.7642)
C (16.1060, 21.0356, 14.9570)
C (15.3340, 21.2953, 13.7052)
O (16.0613, 22.1487, 12.8819)
C (15.4697, 22.4328, 11.6421)
N (16.1962, 22.2586, 15.8030)
H (15.0738, 19.0667, 15.1879)
H (14.3600, 20.4932, 16.0846)
H (15.8204, 19.6721, 16.6769)
H (17.0747, 20.5764, 14.7136)
H (14.3437, 21.7727, 13.9516)
H (15.1627, 20.3214, 13.2489)
H (14.4716, 22.9502, 11.6566)
H (15.3381, 21.5364, 11.0383)
H (16.1183, 23.0720, 11.0740)
H (16.8025, 22.0474, 16.5908)
H (16.7230, 22.9963, 15.3554)
C (19.1298, 14.4098, 19.8343)
C (18.8910, 13.2100, 20.8229)
C (19.0745, 11.9338, 20.0105)
O (18.2163, 11.9655, 18.8594)
C (18.5252, 10.8655, 18.0294)
N (19.7648, 13.1125, 21.9867)
H (18.9713, 15.3823, 20.3237)
H (18.4188, 14.3984, 18.9895)
H (20.1603, 14.3742, 19.4362)
H (17.7922, 13.3208, 21.0418)
H (18.8834, 11.0081, 20.6252)
H (20.0952, 11.8580, 19.5815)
H (19.5988, 10.8120, 17.9155)
H (17.9538, 10.9724, 17.1069)
H (18.2128, 9.9184, 18.4060)
H (19.6175, 12.2346, 22.4542)
H (19.6278, 13.8281, 22.7290)
C (11.3125, 10.7891, 17.3036)
C (11.4984, 9.4020, 17.9272)
C (12.9532, 8.9179, 17.9314)
O (13.6442, 9.7420, 18.8057)
C (15.0409, 10.0032, 18.5155)
N (10.8808, 9.2653, 19.1896)
H (11.6297, 10.8150, 16.2769)
H (11.9400, 11.4824, 17.8421)
H (10.2688, 11.0281, 17.4361)
H (11.0210, 8.6335, 17.3500)
H (13.3124, 8.9822, 16.8865)
H (12.9976, 7.8463, 18.1723)
H (15.1363, 10.1813, 17.4398)
H (15.6103, 9.1412, 18.8167)
H (15.2662, 10.8782, 19.1014)
H (10.7306, 8.2972, 19.3957)
H (11.2670, 9.8094, 19.9506)
C (17.9882, 16.5099, 23.3770)
C (18.3875, 15.8333, 24.6885)
C (17.4230, 14.7122, 25.0134)
O (16.1150, 15.2544, 25.2041)
C (15.1332, 14.2038, 25.3953)
N (19.7354, 15.2576, 24.6300)
H (17.0445, 17.0374, 23.5163)
H (17.8397, 15.7795, 22.6148)
H (18.7772, 17.1797, 23.0371)
H (18.2737, 16.6407, 25.4521)
H (17.7034, 14.2266, 25.9428)
H (17.4264, 13.9516, 24.1933)
H (15.0795, 13.5431, 24.5331)
H (14.1432, 14.6283, 25.5669)
H (15.4485, 13.6388, 26.2873)
H (20.4088, 15.9149, 24.3017)
H (19.9635, 14.9175, 25.5689)
C (14.5332, 13.9449, 19.6622)
C (13.6651, 14.9734, 20.2980)
C (14.2630, 15.5417, 21.5236)
O (13.4092, 16.5579, 22.1007)
C (13.9375, 17.1265, 23.2674)
N (13.5829, 16.0715, 19.3111)
H (14.1292, 13.8848, 18.6784)
H (14.6571, 12.9430, 20.0646)
H (15.4874, 14.4524, 19.5462)
H (12.6797, 14.6041, 20.4761)
H (15.1959, 15.9904, 21.1864)
H (14.4161, 14.7949, 22.2788)
H (14.2404, 16.3603, 23.9820)
H (13.1654, 17.7611, 23.7566)
H (14.7857, 17.7832, 22.9935)
H (13.0176, 16.8213, 19.7334)
H (13.0212, 15.7840, 18.5248)
C (10.1978, 16.9557, 27.4506)
C (11.2083, 17.9064, 26.8971)
C (10.6107, 18.6062, 25.7173)
O (11.4033, 19.6416, 25.2357)
C (10.7744, 20.5391, 24.3418)
N (11.6748, 18.8818, 27.9118)
H (10.0249, 16.0539, 26.8934)
H (9.2225, 17.3900, 27.6298)
H (10.5119, 16.6525, 28.4464)
H (12.1501, 17.3964, 26.6311)
H (9.6363, 19.0388, 26.0396)
H (10.3742, 17.8838, 24.9288)
H (11.5424, 21.2377, 24.0807)
H (9.9484, 21.0364, 24.8727)
H (10.4035, 20.0432, 23.4541)
H (10.8511, 19.3161, 28.2708)
H (12.2619, 19.5908, 27.5100)
C (7.8799, 16.4096, 21.5144)
C (9.2689, 16.3515, 22.1483)
C (9.6809, 14.9294, 22.4364)
O (8.8166, 14.4418, 23.4628)
C (9.1490, 13.0848, 23.8607)
N (10.3201, 17.0799, 21.3438)
H (7.1716, 15.7795, 22.0682)
H (7.9498, 16.0459, 20.4805)
H (7.3906, 17.3842, 21.3908)
H (9.1668, 16.8143, 23.1242)
H (10.7502, 14.8398, 22.7205)
H (9.5260, 14.2758, 21.5526)
H (9.1080, 12.4094, 22.9869)
H (8.3559, 12.8396, 24.5605)
H (10.0754, 13.0213, 24.4116)
H (11.2214, 16.6992, 21.5789)
H (10.1374, 17.0078, 20.3504)